--- A ---
Formula: C5H14NO
Source: the Open Molecules 2025 dataset
Level of theory: ωB97M-V/def2-TZVPD

Calculated values
E_HOMO	-14.22	eV
charge	+1
E_LUMO	-3.14	eV

Each atom is followed by the atoms it is bonded to, with distances in Å.
Geometry (Å):
1 O -4.079 -0.723 0.080  H14 0.945, H16 0.962
2 N 1.311 -0.517 0.767  C3 1.512, C4 1.539, H10 1.014, H11 1.018
3 C 0.337 -0.425 -0.386  N2 1.512, C5 1.497, C6 1.542, H15 1.088
4 C 1.398 0.871 1.427  N2 1.539, C7 1.583, H9 1.087, H17 1.084
5 C 0.478 -1.471 -1.447  C3 1.497, H8 1.096, H13 1.100, H18 1.084
6 C 0.410 1.068 -0.766  C3 1.542, C7 1.499, H19 1.097, H21 1.086
7 C 0.354 1.713 0.587  C4 1.583, C6 1.499, H12 1.085, H20 1.092
8 H 0.694 -2.448 -1.000  C5 1.096
9 H 0.982 0.833 2.430  C4 1.087
10 H 2.186 -0.864 0.390  N2 1.014
11 H 0.999 -1.143 1.506  N2 1.018
12 H 0.549 2.763 0.780  C7 1.085
13 H 1.359 -1.265 -2.071  C5 1.100
14 H -4.283 -0.562 -0.828  O1 0.945
15 H -0.630 -0.529 0.101  C3 1.088
16 H -4.751 -0.806 0.763  O1 0.962
17 H 2.447 1.135 1.497  C4 1.084
18 H -0.338 -1.574 -2.154  C5 1.084
19 H 1.414 1.093 -1.208  C6 1.097
20 H -0.578 1.389 1.054  C7 1.092
21 H -0.261 1.465 -1.521  C6 1.086

=====

--- B ---
Formula: C5H14NO
Source: the Open Molecules 2025 dataset
Level of theory: ωB97M-V/def2-TZVPD

Calculated values
E_HOMO	-13.25	eV
charge	+1
E_LUMO	-3.11	eV

Each atom is followed by the atoms it is bonded to, with distances in Å.
Geometry (Å):
1 O -1.501 0.485 2.199  C7 1.379, H20 0.969
2 N -0.239 -0.402 -1.097  C5 1.498, C6 1.490, H13 1.036, H19 1.023
3 C 0.504 1.641 1.405  C7 1.503, H8 1.086, H9 1.096, H17 1.091
4 C 0.438 -0.803 1.988  C7 1.333, H16 1.082, H21 1.081
5 C 0.317 0.552 -2.109  N2 1.498, H11 1.087, H12 1.090, H14 1.083
6 C -0.383 -1.810 -1.562  N2 1.490, H10 1.087, H15 1.085, H18 1.089
7 C -0.164 0.381 1.879  O1 1.379, C3 1.503, C4 1.333
8 H 0.673 2.348 2.212  C3 1.086
9 H -0.097 2.116 0.622  C3 1.096
10 H -0.909 -1.774 -2.512  C6 1.087
11 H 1.187 0.100 -2.578  C5 1.087
12 H -0.437 0.639 -2.891  C5 1.090
13 H 0.335 -0.392 -0.235  N2 1.036
14 H 0.522 1.502 -1.631  C5 1.083
15 H -0.879 -2.397 -0.797  C6 1.085
16 H 1.447 -0.967 1.634  C4 1.082
17 H 1.425 1.369 0.887  C3 1.091
18 H 0.606 -2.227 -1.745  C6 1.089
19 H -1.127 -0.033 -0.749  N2 1.023
20 H -1.572 1.302 2.715  O1 0.969
21 H -0.146 -1.631 2.364  C4 1.081

=====

Which structure loses on stability? B does.

=====

--- A ---
Formula: C4H8N3
Source: the Open Molecules 2025 dataset
Level of theory: ωB97M-V/def2-TZVPD

Calculated values
SMILES string	CN(C)C(=[NH2+])C#N
E_HOMO	-14.30	eV
charge	+1
E_LUMO	-5.77	eV

Each atom is followed by the atoms it is bonded to, with distances in Å.
Geometry (Å):
1 N -1.313 -0.512 2.845  C4 1.156
2 N -0.791 -1.928 -0.310  C7 1.277, H10 1.107, H13 1.007
3 N 0.118 0.443 -0.158  C5 1.511, C6 1.477, C7 1.638
4 C -0.959 -0.769 1.774  N1 1.156, C7 1.404
5 C 0.717 0.388 -1.544  N3 1.511, H8 1.112, H11 1.088, H14 1.030
6 C 0.503 1.538 0.755  N3 1.477, H9 1.105, H12 1.052, H15 1.109
7 C -0.526 -0.936 0.449  N2 1.277, N3 1.638, C4 1.404
8 H 0.448 -0.630 -1.900  C5 1.112
9 H -0.116 1.744 1.647  C6 1.105
10 H -1.417 -2.763 0.062  N2 1.107
11 H 1.781 0.615 -1.565  C5 1.088
12 H 0.442 2.366 0.108  C6 1.052
13 H -0.709 -2.005 -1.310  N2 1.007
14 H 0.323 1.239 -1.970  C5 1.030
15 H 1.499 1.211 1.119  C6 1.109

=====

--- B ---
Formula: C4H8N3
Source: the Open Molecules 2025 dataset
Level of theory: ωB97M-V/def2-TZVPD

Calculated values
E_HOMO	-13.25	eV
charge	+1
E_LUMO	-4.96	eV

Each atom is followed by the atoms it is bonded to, with distances in Å.
Geometry (Å):
1 N 0.399 -0.435 0.605  N3 1.231, C4 1.289
2 N -0.815 1.096 -0.520  C4 1.415, C5 1.272, H15 1.021
3 N 0.461 -1.019 -0.476  N1 1.231, C7 1.398
4 C -0.260 0.668 0.709  N1 1.289, N2 1.415, C6 1.479
5 C -0.653 0.400 -1.573  N2 1.272, H11 1.062
6 C -0.430 1.417 1.972  C4 1.479, H10 1.086, H12 1.091, H13 1.089
7 C 1.119 -2.116 -1.040  N3 1.398, H8 1.094, H9 1.094, H14 1.093
8 H 1.945 -1.798 -1.683  C7 1.094
9 H 1.513 -2.743 -0.235  C7 1.094
10 H -1.222 2.157 1.894  C6 1.086
11 H -0.963 0.449 -2.588  C5 1.062
12 H 0.494 1.927 2.249  C6 1.091
13 H -0.673 0.727 2.778  C6 1.089
14 H 0.415 -2.706 -1.633  C7 1.093
15 H -1.329 1.976 -0.460  N2 1.021

=====

Which structure loses on stability? B does.